# 1
{"formula": "C4H8N2O2", "method": "ωB97M-V/def2-TZVPD", "mol_weight_g_mol": 116.1, "total_energy_ev": -11349.1913, "e_lumo_ev": 0.828, "de_lowest_kcal_mol": 113.5, "max_force_ev_per_a": 2.723, "homo_lumo_gap_ev": 9.2, "smiles": "N[C@H](C=O)[C@H]1N[C@@H]1O", "species": ["N", "C", "C", "O", "C", "N", "C", "O", "H", "H", "H", "H", "H", "H", "H", "H"], "xyz": [[-0.534, 1.034, 1.795], [-1.045, 0.426, 0.603], [-0.585, -1.162, 0.480], [-1.038, -2.017, -0.290], [-0.253, 0.584, -0.598], [1.098, 1.042, -0.661], [1.229, -0.406, -0.616], [1.261, -1.114, -1.805], [0.279, 1.619, 1.628], [-1.237, 1.593, 2.262], [-2.121, 0.477, 0.449], [-0.065, -1.340, 1.428], [-0.808, 0.436, -1.518], [1.350, 1.384, -1.587], [1.907, -0.745, 0.160], [0.563, -1.811, -1.730]], "forces_ev_per_angstrom": [[-0.166, 0.160, 0.311], [0.178, -1.881, 0.399], [-2.700, 0.275, 0.221], [0.654, 1.036, 0.786], [2.301, -0.798, -0.828], [0.108, 0.176, -0.511], [-1.207, 1.174, -0.609], [-0.292, -0.127, 0.430], [-0.127, -0.151, -0.172], [0.104, -0.162, 0.000], [0.069, 0.296, -0.004], [0.836, -0.219, -0.202], [0.307, -0.298, -0.106], [-0.102, 0.178, 0.173], [-0.327, -0.072, 0.108], [0.364, 0.415, 0.003]]}



# 2
{"formula": "C4H8N2O2", "method": "ωB97M-V/def2-TZVPD", "mol_weight_g_mol": 116.1, "total_energy_ev": -11347.6221, "e_lumo_ev": 0.623, "de_lowest_kcal_mol": 149.7, "max_force_ev_per_a": 4.587, "homo_lumo_gap_ev": 9.6, "smiles": "CO/C=C/C/N=[NH+]/[O-]", "species": ["C", "O", "C", "C", "C", "N", "N", "O", "H", "H", "H", "H", "H", "H", "H", "H"], "xyz": [[0.810, 0.660, -2.669], [1.046, 1.314, -1.405], [0.740, 0.502, -0.319], [0.464, 0.873, 0.939], [-0.174, -0.023, 1.936], [-0.416, -1.436, 1.635], [-1.520, -1.607, 1.116], [-2.132, -2.670, 1.110], [1.838, 0.335, -2.954], [0.374, 1.437, -3.301], [0.145, -0.150, -2.684], [0.680, -0.585, -0.605], [0.737, 1.766, 1.363], [0.544, -0.176, 2.918], [-1.084, 0.412, 2.215], [-2.053, -0.651, 0.705]], "forces_ev_per_angstrom": [[2.438, 1.773, 0.036], [-0.716, -0.940, 1.531], [-0.478, -0.717, -0.770], [0.367, -2.215, -1.787], [3.628, -1.878, 2.086], [1.038, 0.578, 0.013], [-2.336, 1.706, -0.391], [-0.179, 0.150, -0.957], [-1.003, 0.122, -0.613], [0.451, -0.145, -0.243], [-0.977, -1.253, 0.609], [-0.297, 1.087, 0.374], [0.254, 2.524, 0.404], [-1.885, 0.932, -2.187], [-1.409, 0.836, 0.887], [1.106, -2.560, 1.009]]}



# 3
{"formula": "C4H8N2O2", "method": "ωB97M-V/def2-TZVPD", "mol_weight_g_mol": 116.1, "total_energy_ev": -11348.4092, "e_lumo_ev": 0.690, "de_lowest_kcal_mol": 131.5, "max_force_ev_per_a": 7.109, "homo_lumo_gap_ev": 10.0, "smiles": "O/N=C1/CNC[C@@H]1O", "species": ["O", "N", "C", "C", "N", "C", "C", "O", "H", "H", "H", "H", "H", "H", "H", "H"], "xyz": [[2.596, -0.080, 0.304], [1.522, -1.161, -0.145], [0.462, -0.653, 0.161], [-0.918, -1.390, -0.039], [-1.768, -0.342, -0.385], [-1.387, 0.904, 0.458], [0.208, 0.856, 0.408], [0.762, 1.571, -0.651], [3.246, -0.488, -0.536], [-1.061, -1.846, 0.934], [-0.948, -2.113, -0.824], [-1.382, -0.145, -1.360], [-1.766, 1.842, -0.145], [-1.826, 0.592, 1.472], [0.695, 1.455, 1.265], [1.567, 0.997, -0.917]], "forces_ev_per_angstrom": [[2.158, -3.991, -5.473], [3.820, 0.229, 0.946], [-3.762, 1.001, 0.451], [2.726, 0.333, 1.442], [-0.639, 3.010, -1.914], [0.210, -1.239, -1.961], [-0.645, 1.089, 2.531], [1.124, -1.258, -2.467], [-1.972, 2.210, 4.004], [-0.736, -0.242, 0.210], [0.439, -0.767, -0.249], [-1.344, 0.273, 1.346], [0.459, -1.791, 1.909], [0.740, 1.421, -1.244], [-0.984, -2.072, -0.176], [-1.593, 1.795, 0.645]]}



# 4
{"formula": "C4H8N2O2", "method": "ωB97M-V/def2-TZVPD", "mol_weight_g_mol": 116.1, "total_energy_ev": -11349.0857, "e_lumo_ev": [-0.051, -0.050], "de_lowest_kcal_mol": 115.9, "max_force_ev_per_a": 0.881, "homo_lumo_gap_ev": [8.2, 8.2], "species": ["C", "C", "C", "C", "N", "O", "N", "O", "H", "H", "H", "H", "H", "H", "H", "H"], "xyz": [[-1.037, -1.740, -0.116], [0.711, 1.618, -0.727], [0.062, 0.209, 1.386], [0.147, 0.417, -0.031], [0.962, 0.788, 2.139], [-1.370, -2.610, -1.125], [-0.493, -0.455, -0.773], [-0.623, -0.381, -2.026], [-1.339, -2.047, -1.943], [0.897, 0.688, 3.141], [1.751, 1.346, 1.805], [-1.907, -1.419, 0.484], [-0.285, -2.193, 0.532], [1.506, 2.100, -0.143], [1.097, 1.324, -1.698], [-0.079, 2.355, -0.904]], "forces_ev_per_angstrom": [[-0.436, 0.055, 0.111], [0.032, 0.041, 0.125], [-0.067, -0.535, 0.696], [0.094, 0.673, -0.406], [0.060, 0.248, -0.365], [-0.054, 0.359, -0.751], [0.279, -0.476, 0.522], [0.005, -0.044, 0.298], [-0.047, -0.417, 0.350], [0.035, -0.003, -0.080], [-0.162, -0.044, 0.036], [0.352, -0.051, -0.143], [-0.072, 0.317, -0.135], [-0.227, -0.140, -0.138], [0.114, 0.029, -0.119], [0.094, -0.013, -0.001]]}



# 5
{"formula": "C4H8N2O2", "method": "ωB97M-V/def2-TZVPD", "mol_weight_g_mol": 116.1, "total_energy_ev": -11351.9073, "e_lumo_ev": 0.620, "de_lowest_kcal_mol": 50.9, "max_force_ev_per_a": 2.723, "homo_lumo_gap_ev": 10.1, "smiles": "NC(=O)O.C=CN=C", "species": ["N", "C", "O", "O", "H", "H", "H", "C", "C", "N", "C", "H", "H", "H", "H", "H"], "xyz": [[0.304, 1.259, 3.111], [0.482, 0.364, 2.076], [1.585, 0.023, 1.653], [-0.715, -0.228, 1.598], [1.151, 1.453, 3.632], [-0.510, 1.077, 3.683], [-0.497, -0.467, 0.657], [-0.644, 1.002, -2.135], [-0.998, -0.311, -2.141], [-0.570, -1.237, -1.171], [0.669, -1.640, -1.248], [0.094, 1.312, -1.402], [-0.946, 1.694, -2.947], [-1.736, -0.743, -2.874], [0.930, -2.494, -0.603], [1.402, -1.066, -1.892]], "forces_ev_per_angstrom": [[-0.319, -0.711, -0.377], [0.392, -1.790, -0.419], [-1.720, 0.910, 0.171], [2.153, 1.663, 0.120], [-0.174, -0.136, -0.228], [-0.042, 0.252, -0.152], [-0.430, -0.275, 0.965], [-0.181, -1.565, -0.901], [-0.425, 1.884, -0.527], [2.074, -1.357, -0.795], [-1.764, 1.313, 0.189], [-0.175, 0.268, -0.014], [0.075, -0.572, 0.859], [0.840, 0.548, 0.855], [0.349, 0.688, -0.221], [-0.652, -1.119, 0.476]]}



# 6
{"formula": "C4H8N2O2", "method": "ωB97M-V/def2-TZVPD", "mol_weight_g_mol": 116.1, "total_energy_ev": -11348.9734, "e_lumo_ev": 0.736, "de_lowest_kcal_mol": 118.5, "max_force_ev_per_a": 4.151, "homo_lumo_gap_ev": 9.3, "species": ["C", "C", "C", "C", "N", "N", "O", "O", "H", "H", "H", "H", "H", "H", "H", "H"], "xyz": [[-1.301, -0.183, -0.267], [1.186, -0.125, 0.055], [-2.809, -0.224, -0.394], [1.705, 1.187, 0.559], [-0.501, 0.209, -1.081], [0.609, -1.064, 0.856], [-0.846, -0.879, 0.870], [2.014, -0.695, -0.875], [-2.990, -1.029, -1.008], [-3.319, 0.648, -0.725], [-3.292, -0.559, 0.522], [1.778, 1.893, -0.235], [2.844, 1.095, 0.892], [1.272, 1.704, 1.403], [0.983, -1.997, 0.604], [2.666, 0.019, -1.177]], "forces_ev_per_angstrom": [[-0.941, -0.994, 0.832], [-1.436, 0.825, -3.040], [0.638, -0.133, 2.315], [2.669, 0.183, 0.987], [3.696, 1.842, -0.418], [-1.072, -0.151, 0.866], [0.995, -1.064, 1.476], [1.681, 1.533, -0.007], [-0.594, -1.646, -1.956], [0.195, 0.808, -0.454], [0.226, 0.302, 0.396], [-0.311, 0.537, -0.847], [-2.162, -0.397, -0.590], [-0.775, -0.460, 0.092], [-1.479, 0.447, -0.191], [-1.330, -1.631, 0.537]]}



# 7
{"formula": "C4H8N2O2", "method": "ωB97M-V/def2-TZVPD", "mol_weight_g_mol": 116.1, "total_energy_ev": -11348.4627, "e_lumo_ev": [-1.349, -1.346], "de_lowest_kcal_mol": 130.3, "max_force_ev_per_a": 7.422, "homo_lumo_gap_ev": [6.9, 6.9], "species": ["C", "N", "N", "C", "C", "C", "O", "O", "H", "H", "H", "H", "H", "H", "H", "H"], "xyz": [[0.232, 2.315, 0.236], [-1.589, -0.453, 0.900], [-0.188, 1.041, -0.305], [0.716, -0.136, -0.290], [-0.772, -1.318, 0.408], [-0.607, -2.585, 0.092], [0.944, -0.492, -1.619], [1.657, -0.134, 0.506], [1.833, -0.872, -1.660], [-1.333, -0.097, 1.820], [-0.839, 1.062, -1.080], [0.996, 2.145, 0.992], [-0.633, 2.797, 0.696], [0.647, 2.962, -0.542], [0.353, -2.936, -0.254], [-1.418, -3.298, 0.098]], "forces_ev_per_angstrom": [[0.281, -0.297, -0.360], [1.896, -1.721, -1.634], [0.827, -0.998, -0.224], [3.294, 6.393, -1.836], [-4.775, -0.892, 3.056], [1.301, 0.042, -0.545], [-0.795, -0.849, 0.979], [-2.032, -1.461, -0.362], [-0.080, -0.217, 0.173], [-0.125, -0.410, 0.223], [0.339, -0.103, 0.202], [-0.079, 0.035, 0.018], [0.088, 0.111, 0.031], [0.049, 0.221, 0.140], [-0.064, 0.033, -0.439], [-0.125, 0.113, 0.580]]}



# 8
{"formula": "C4H8N2O2", "method": "ωB97M-V/def2-TZVPD", "mol_weight_g_mol": 116.1, "total_energy_ev": -11350.2728, "e_lumo_ev": 0.599, "de_lowest_kcal_mol": 88.6, "max_force_ev_per_a": 1.328, "homo_lumo_gap_ev": 7.5, "smiles": "CNC(=O)/C(O)=C\\N", "species": ["C", "N", "C", "O", "C", "O", "C", "N", "H", "H", "H", "H", "H", "H", "H", "H"], "xyz": [[-1.739, -0.977, 0.392], [-0.580, -0.188, 0.792], [0.828, -0.909, 0.567], [1.126, -2.017, 0.997], [1.423, 0.111, -0.122], [2.773, 0.409, -0.217], [0.443, 1.174, -0.334], [-0.162, 1.308, -1.527], [-1.825, -0.990, -0.698], [-1.633, -2.012, 0.729], [-2.652, -0.554, 0.815], [-0.681, 0.163, 1.740], [3.241, -0.143, 0.424], [0.516, 2.116, 0.222], [-0.868, 2.019, -1.661], [-0.209, 0.490, -2.119]], "forces_ev_per_angstrom": [[-0.070, 0.103, 0.084], [0.993, -0.457, -0.753], [-0.618, 0.439, 0.140], [-0.368, 0.445, 0.118], [0.013, 0.154, 0.431], [0.103, -0.169, -0.294], [-0.051, -0.473, 0.077], [-0.235, 0.053, 0.224], [0.038, 0.081, 0.031], [0.031, 0.054, 0.008], [-0.017, -0.044, -0.066], [0.258, -0.150, -0.036], [-0.101, 0.057, -0.060], [-0.221, -0.086, 0.037], [0.120, -0.091, 0.018], [0.127, 0.084, 0.043]]}



# 9
{"formula": "C4H8N2O2", "method": "ωB97M-V/def2-TZVPD", "mol_weight_g_mol": 116.1, "total_energy_ev": -11348.2159, "e_lumo_ev": 0.381, "de_lowest_kcal_mol": 136.0, "max_force_ev_per_a": 5.316, "homo_lumo_gap_ev": 9.0, "smiles": "C=C(CN)N(O)C=O", "species": ["C", "C", "C", "N", "N", "O", "C", "O", "H", "H", "H", "H", "H", "H", "H", "H"], "xyz": [[-0.274, -0.666, -1.799], [-0.221, -0.264, -0.513], [-0.270, -1.315, 0.493], [0.680, -1.074, 1.590], [-0.132, 1.012, -0.178], [-0.235, 1.233, 1.266], [0.701, 2.075, -0.771], [1.468, 2.037, -1.723], [-0.495, -1.794, -2.091], [-0.528, 0.031, -2.715], [-1.259, -1.236, 0.912], [0.002, -2.234, 0.056], [0.921, -2.039, 2.004], [0.063, -0.254, 2.233], [-1.099, 1.610, 1.363], [0.678, 2.877, -0.130]], "forces_ev_per_angstrom": [[-1.995, -0.528, -2.659], [0.397, -3.154, -3.938], [0.548, 0.976, 2.290], [-1.383, 0.855, 2.506], [1.195, 4.597, 1.310], [0.374, 0.544, -1.839], [1.637, -3.175, -1.572], [-2.358, -0.578, 1.468], [0.916, 2.502, 1.008], [0.969, -1.177, 2.153], [-0.873, -0.911, -0.088], [-0.402, -1.068, -0.636], [-0.837, 2.427, -0.112], [3.150, -3.971, -1.601], [-0.933, 0.463, 0.077], [-0.406, 2.199, 1.633]]}



# 10
{"formula": "C4H8N2O2", "method": "ωB97M-V/def2-TZVPD", "mol_weight_g_mol": 116.1, "total_energy_ev": -11352.9178, "e_lumo_ev": 0.686, "de_lowest_kcal_mol": 27.6, "max_force_ev_per_a": 1.828, "homo_lumo_gap_ev": 10.3, "smiles": "C[C@H](/N=C\\N)C(=O)O", "species": ["C", "C", "N", "C", "N", "C", "O", "O", "H", "H", "H", "H", "H", "H", "H", "H"], "xyz": [[-0.078, 2.021, 0.207], [0.147, 0.792, -0.657], [-1.103, 0.184, -1.033], [-1.711, -0.558, -0.163], [-1.399, -0.749, 1.162], [1.195, -0.223, -0.062], [1.855, -0.036, 0.945], [1.218, -1.432, -0.685], [-0.653, 2.773, -0.344], [0.890, 2.418, 0.537], [-0.742, 1.803, 1.113], [0.615, 1.143, -1.594], [-2.642, -1.043, -0.495], [-0.474, -0.546, 1.499], [-1.893, -1.471, 1.728], [0.521, -1.562, -1.375]], "forces_ev_per_angstrom": [[-0.683, -0.007, 1.435], [0.846, 0.193, -0.063], [-0.600, -1.657, 0.486], [-0.058, 0.672, -0.354], [-0.656, -1.131, 0.439], [-0.815, 0.040, 0.876], [-0.680, -0.214, -1.651], [-0.049, 0.076, -0.214], [0.366, -0.117, -0.140], [-0.387, 0.067, 0.019], [1.145, 0.085, -1.056], [-0.053, -0.140, 0.215], [0.353, 0.241, 0.274], [0.088, 0.164, 0.065], [0.579, 0.974, -1.081], [0.605, 0.753, 0.751]]}